Entry 1:
C8H8Cl3N5O2STl | the ωB97M-V functional and the def2-TZVPD basis

Its strongest force on any atom is 4.73 eV Å⁻¹. For the gap between HOMO and LUMO, the calculation gives 6.12 eV. As for the energy above the lowest of the compared OMol25 structures with the same formula, charge and spin: 434.42 kcal/mol. Its net charge is -1. For the LUMO energy, the calculation gives 2.112 eV.

Each line ends with the natural charge from an NBO analysis.
Atoms and positions in Å:
Tl  2.1727  1.5199  0.8958  0.788
Cl  -0.5103  -0.0201  -0.5723  1.233
C  -0.2306  1.3326  -1.4569  -0.812
Cl  0.7505  -3.0703  -0.7069  0.086
Cl  -0.3772  2.5992  -2.6395  -0.043
C  2.2353  0.0308  -2.5944  1.071
O  1.6322  -0.5582  -3.3885  -0.522
O  2.9059  0.6204  -1.8527  -0.544
C  -3.1771  1.7337  1.6511  -0.410
N  -2.4890  0.8304  0.7610  -0.421
C  -3.0227  0.6022  -0.5877  -0.237
C  -2.1542  -0.4921  -1.2278  -0.574
N  0.2430  -1.4221  -0.5717  -1.056
C  -1.2514  0.3826  0.9548  -0.083
S  -0.4669  -0.0188  2.3573  -0.118
H  -4.1903  1.3774  1.8488  0.197
H  -3.2328  2.7332  1.2099  0.199
H  -2.6270  1.7763  2.5877  0.238
H  -2.9425  1.5432  -1.1435  0.211
H  -4.0651  0.2971  -0.4718  0.203
H  -2.2320  -0.5808  -2.3102  0.235
H  -2.5220  -1.4632  -0.8828  0.216
H  0.5751  0.5420  0.1613  0.046
N  3.4630  -0.5827  0.9303  -0.707
C  4.1544  -1.5121  1.0731  0.586
N  4.8724  -2.5806  1.1312  -0.703
C  5.8168  -2.7088  2.0416  0.449
N  6.6698  -2.9114  2.8027  -0.529

***

Entry 2:
C29H20ClIrN4O2 | the ωB97M-V functional and the def2-TZVPD basis

Its strongest force on any atom is 1.61 eV Å⁻¹. For the gap between HOMO and LUMO, the calculation gives 6.81 eV. As for the energy above the lowest of the compared OMol25 structures with the same formula, charge and spin: 12.79 kcal/mol. Its net charge is 0. For the LUMO energy, the calculation gives -0.975 eV.

Each line ends with the natural charge from an NBO analysis.
Atoms and positions in Å:
Ir  0.1843  -0.1899  0.6004  0.869
C  2.1520  0.1507  -0.0599  -0.440
C  2.2855  -0.4770  1.2218  -0.128
C  1.7743  0.2303  2.3351  -0.241
C  1.6327  -0.4313  3.5747  -0.143
C  2.0122  -1.7400  3.6923  -0.098
C  2.5647  -2.4486  2.5858  -0.177
C  2.6786  -1.8426  1.3807  -0.166
C  1.8632  -2.4116  4.9547  0.260
N  1.7427  -2.9492  5.9628  -0.297
H  2.4338  -0.4274  -0.9329  0.228
H  2.3823  1.2087  -0.1264  0.203
H  1.5963  1.2947  2.2641  0.240
H  1.2427  0.0957  4.4345  0.230
H  2.8632  -3.4800  2.7167  0.232
H  3.0406  -2.3858  0.5177  0.233
N  -0.9434  5.9077  -0.2096  -0.771
C  -0.6349  4.5942  -0.0361  0.238
C  -0.8899  3.9349  1.1739  -0.307
C  -0.5569  2.6109  1.3095  0.084
N  0.0390  1.8927  0.3403  -0.464
C  0.2811  2.5228  -0.8157  0.096
C  -0.0276  3.8413  -1.0476  -0.318
H  -1.5300  6.3708  0.4606  0.398
H  -0.9089  6.3070  -1.1301  0.398
H  -1.3629  4.4485  2.0003  0.227
H  -0.7798  2.0747  2.2199  0.231
H  0.7360  1.9206  -1.5907  0.221
H  0.1945  4.2772  -2.0123  0.227
Cl  -0.8387  -8.6811  0.1536  0.005
C  -0.6057  -6.9603  0.1695  -0.016
C  -0.7182  -6.2732  1.3683  -0.245
C  -0.5341  -4.9008  1.3748  -0.160
C  -0.2361  -4.2301  0.1932  -0.116
C  -0.1254  -4.9345  -0.9996  -0.157
C  -0.3121  -6.3064  -1.0174  -0.245
C  -0.0200  -2.7625  0.2030  0.751
O  0.3087  -2.1269  -0.8190  -0.685
O  -0.1622  -2.1239  1.3102  -0.670
H  -0.9486  -6.8107  2.2774  0.232
H  -0.6201  -4.3373  2.2941  0.239
H  0.1045  -4.3945  -1.9079  0.238
H  -0.2333  -6.8697  -1.9365  0.230
N  -9.7422  0.2542  -0.7073  -0.315
C  -8.6052  0.2039  -0.5458  0.282
C  -7.1835  0.1408  -0.3442  -0.193
C  -6.4087  1.2893  -0.4965  -0.151
C  -5.0434  1.2282  -0.2984  -0.224
C  -4.4232  0.0229  0.0498  -0.006
C  -5.2126  -1.1223  0.1966  -0.214
C  -6.5790  -1.0658  0.0037  -0.156
C  -3.0092  -0.0349  0.2485  -0.072
C  -1.8094  -0.1192  0.4164  -0.315
H  -6.8843  2.2220  -0.7683  0.224
H  -4.4357  2.1156  -0.4131  0.218
H  -4.7366  -2.0553  0.4652  0.229
H  -7.1856  -1.9538  0.1193  0.228